A molecular structure, C39H40HoIN10O7PS, computed with ωB97M-V/def2-TZVPD.

HOMO (spin up / spin down): -0.18556 / -0.18558 Eh
energy: -124349.65527 eV
frontier orbital gap (spin up / spin down): 7.13 / 7.13 eV
expectation value of S²: 6.004

The geometry in ORCA input format:
```
! RIJCOSX wB97M-V def2-TZVPD def2/J DEFGRID3
* xyz -1 5
H -0.682 3.725 -0.039
C 1.307 0.144 4.726
C 0.752 2.712 -2.878
N -0.966 -2.516 -1.499
C -5.883 -0.843 0.514
H 2.059 -0.323 5.349
H 1.702 4.198 -4.185
H 1.658 2.138 -3.077
C -0.095 -4.807 -2.798
C -2.390 2.935 2.599
S -1.940 0.519 -2.060
Ho 0.268 0.001 -0.265
H -0.257 -5.739 -0.865
H -0.090 -3.562 -4.574
H -5.702 0.128 2.425
C -1.517 1.824 2.081
H -3.422 -2.605 -1.007
H -5.747 -1.880 -1.360
H 1.566 -1.234 3.105
N -1.653 1.310 0.903
C -3.245 -1.686 0.921
C -5.235 -1.608 -0.444
H 1.241 -0.272 -3.338
C -1.167 -3.631 5.144
H 0.786 1.702 6.105
H -3.385 -0.619 2.785
C -0.719 -2.518 -2.818
N 0.154 0.167 2.626
C -3.274 -4.375 4.275
C 0.845 4.127 -3.511
H -1.403 3.306 -1.591
H -0.427 -3.610 5.936
C -3.903 -0.899 1.872
H -0.053 4.365 -4.088
H 0.281 -5.695 -3.295
H 1.708 3.579 0.197
N 0.614 2.824 -1.413
H -1.052 5.512 -2.264
H -0.082 5.859 -0.831
C 4.753 -0.685 1.593
P -1.486 -2.140 1.280
H -2.536 -4.874 6.233
H 3.011 4.700 -2.242
H 1.678 -1.692 -2.426
C -0.224 5.149 -1.651
C -2.933 1.432 -1.001
O 7.430 -0.945 2.102
H -0.870 -1.570 -3.321
C -5.209 -0.481 1.675
H 2.296 5.591 -0.898
C 1.843 3.440 -0.877
C 1.495 -0.622 -2.336
H 2.660 2.733 -1.006
H 5.284 0.200 1.914
O 3.341 -5.162 0.153
C 2.768 0.768 1.487
C 1.039 -0.357 3.463
C 3.418 -0.596 1.307
H -4.783 2.245 -0.878
H -4.411 1.501 -2.385
O 7.435 -3.035 1.589
H -0.849 -4.370 1.031
H -3.067 2.562 3.376
C 2.124 4.779 -1.608
C -3.920 -2.020 -0.246
H 5.282 -3.981 1.030
N -4.090 1.940 -1.541
O 1.837 1.089 0.648
H -4.191 -4.940 4.387
N 6.868 -1.960 1.725
C -0.517 3.719 -1.119
C -0.926 -2.948 3.955
C -0.386 -4.842 -1.457
C -0.852 -3.668 -0.848
C 3.403 -2.980 0.901
O 1.567 -4.362 1.059
C -0.292 -3.625 -3.513
H -0.873 2.697 4.573
N -1.303 -3.672 0.461
C 5.438 -1.891 1.448
C -0.510 1.262 3.012
C -0.314 1.825 4.268
C 4.765 -3.037 1.102
C 0.609 1.260 5.133
H -3.759 -3.737 2.295
I 3.579 0.089 -2.181
N 2.728 -4.258 0.699
C -3.032 -3.692 3.094
H 0.004 -2.421 3.834
H -2.983 3.339 1.789
C -2.345 -4.339 5.309
H -1.777 3.726 3.035
C 2.669 -1.754 0.899
O 1.433 -1.704 0.562
C -1.858 -2.948 2.921
N 0.992 5.151 -2.467
N -2.751 1.793 0.244
H -6.908 -0.526 0.358
H -0.098 2.153 -3.260
O 3.156 1.461 2.415
*
```


A molecular structure, C39H40N2OPtS4Te, computed with ωB97M-V/def2-TZVPD.

HOMO (spin up / spin down): -0.31978 / -0.31797 Eh
ΔE to the lowest compared entry with this formula, charge and spin: 2.689 eV
energy: -99991.19525 eV
frontier orbital gap (spin up / spin down): 4.13 / 4.19 eV
expectation value of S²: 0.764

The geometry in ORCA input format:
```
! RIJCOSX wB97M-V def2-TZVPD def2/J DEFGRID3
* xyz 1 2
C 4.142 0.429 -4.182
C -2.094 -2.763 4.577
H -2.028 -3.642 1.601
H 0.091 3.217 -3.197
O -0.962 1.584 0.516
S 2.164 3.177 -0.031
C -2.672 3.901 -0.307
H 0.046 -3.050 -2.318
H 1.208 1.703 1.566
H -2.214 -3.676 -2.593
C 3.134 0.792 1.265
H 4.141 -2.053 -1.957
C 5.864 1.319 -6.121
C -1.930 -1.465 -0.057
H -3.174 -1.282 7.463
H 5.953 -0.733 -6.789
C -3.755 -0.086 1.103
H -1.913 5.720 0.508
C 5.535 -0.039 -6.073
H 3.666 0.495 3.328
H 0.613 -2.010 -1.015
C 5.331 2.215 -5.221
C -1.293 2.423 -1.711
H -0.931 4.441 -2.407
S -0.800 0.760 -2.336
C 4.009 -0.698 -0.292
H -1.625 3.358 -3.615
C -4.893 -3.272 -2.578
C -2.597 2.795 -1.085
H -4.713 -3.028 -3.627
C 4.203 -0.980 -1.770
C -1.259 -3.572 2.373
N 0.470 1.048 -1.275
H -2.401 0.319 5.901
H -2.270 -3.805 4.821
C -4.210 -1.701 -0.732
H -2.319 -2.824 7.390
C -2.408 -1.781 5.514
C 3.758 0.136 2.312
C -2.991 -2.159 6.846
C -3.858 -2.637 -1.694
H -0.302 -3.432 1.863
C -1.332 -1.101 3.037
C -1.534 -2.387 -1.034
C 2.245 2.003 1.433
H -3.938 -2.688 6.721
H -5.252 -1.424 -0.622
N 3.266 0.349 0.022
C -3.271 -1.095 0.098
C -1.627 -0.089 3.951
H -2.340 1.930 3.860
C -1.598 4.763 0.109
H -1.074 1.615 2.689
S 3.746 2.955 -3.119
Pt 2.476 1.664 -1.753
C -0.290 2.132 -0.575
H 6.545 1.677 -6.882
H -1.220 -4.524 2.899
H -3.066 0.753 1.207
H -5.895 -2.936 -2.320
H 5.190 -0.643 -2.087
C -0.101 -2.796 -1.269
C -2.513 -2.961 -1.833
H 5.585 3.266 -5.278
C -0.236 4.537 0.133
Te -0.467 -0.626 1.178
H 4.982 -1.553 2.814
H -4.866 -4.359 -2.490
C 4.629 -1.442 0.705
C -0.904 3.424 -2.799
C 4.446 1.784 -4.221
C 4.494 -1.009 2.017
C -1.411 1.380 3.699
H 2.541 2.594 2.299
H -3.663 4.217 -0.002
H 0.157 -3.676 -0.675
H -4.718 0.316 0.791
C -1.556 -2.455 3.338
H -3.505 2.265 -1.349
C 0.422 3.337 -0.167
C -2.164 -0.459 5.184
C 4.660 -0.482 -5.105
S 3.019 -0.156 -2.944
H -3.887 -0.543 2.087
H 4.374 -1.526 -5.057
H 5.225 -2.310 0.460
H 0.386 5.355 0.479
H -0.676 1.780 4.402
*
```


What did the first record say?
A molecular structure, C39H40HoIN10O7PS, computed with ωB97M-V/def2-TZVPD.

HOMO (spin up / spin down): -0.18556 / -0.18558 Eh
energy: -124349.65527 eV
frontier orbital gap (spin up / spin down): 7.13 / 7.13 eV
expectation value of S²: 6.004

The geometry in ORCA input format:
```
! RIJCOSX wB97M-V def2-TZVPD def2/J DEFGRID3
* xyz -1 5
H -0.682 3.725 -0.039
C 1.307 0.144 4.726
C 0.752 2.712 -2.878
N -0.966 -2.516 -1.499
C -5.883 -0.843 0.514
H 2.059 -0.323 5.349
H 1.702 4.198 -4.185
H 1.658 2.138 -3.077
C -0.095 -4.807 -2.798
C -2.390 2.935 2.599
S -1.940 0.519 -2.060
Ho 0.268 0.001 -0.265
H -0.257 -5.739 -0.865
H -0.090 -3.562 -4.574
H -5.702 0.128 2.425
C -1.517 1.824 2.081
H -3.422 -2.605 -1.007
H -5.747 -1.880 -1.360
H 1.566 -1.234 3.105
N -1.653 1.310 0.903
C -3.245 -1.686 0.921
C -5.235 -1.608 -0.444
H 1.241 -0.272 -3.338
C -1.167 -3.631 5.144
H 0.786 1.702 6.105
H -3.385 -0.619 2.785
C -0.719 -2.518 -2.818
N 0.154 0.167 2.626
C -3.274 -4.375 4.275
C 0.845 4.127 -3.511
H -1.403 3.306 -1.591
H -0.427 -3.610 5.936
C -3.903 -0.899 1.872
H -0.053 4.365 -4.088
H 0.281 -5.695 -3.295
H 1.708 3.579 0.197
N 0.614 2.824 -1.413
H -1.052 5.512 -2.264
H -0.082 5.859 -0.831
C 4.753 -0.685 1.593
P -1.486 -2.140 1.280
H -2.536 -4.874 6.233
H 3.011 4.700 -2.242
H 1.678 -1.692 -2.426
C -0.224 5.149 -1.651
C -2.933 1.432 -1.001
O 7.430 -0.945 2.102
H -0.870 -1.570 -3.321
C -5.209 -0.481 1.675
H 2.296 5.591 -0.898
C 1.843 3.440 -0.877
C 1.495 -0.622 -2.336
H 2.660 2.733 -1.006
H 5.284 0.200 1.914
O 3.341 -5.162 0.153
C 2.768 0.768 1.487
C 1.039 -0.357 3.463
C 3.418 -0.596 1.307
H -4.783 2.245 -0.878
H -4.411 1.501 -2.385
O 7.435 -3.035 1.589
H -0.849 -4.370 1.031
H -3.067 2.562 3.376
C 2.124 4.779 -1.608
C -3.920 -2.020 -0.246
H 5.282 -3.981 1.030
N -4.090 1.940 -1.541
O 1.837 1.089 0.648
H -4.191 -4.940 4.387
N 6.868 -1.960 1.725
C -0.517 3.719 -1.119
C -0.926 -2.948 3.955
C -0.386 -4.842 -1.457
C -0.852 -3.668 -0.848
C 3.403 -2.980 0.901
O 1.567 -4.362 1.059
C -0.292 -3.625 -3.513
H -0.873 2.697 4.573
N -1.303 -3.672 0.461
C 5.438 -1.891 1.448
C -0.510 1.262 3.012
C -0.314 1.825 4.268
C 4.765 -3.037 1.102
C 0.609 1.260 5.133
H -3.759 -3.737 2.295
I 3.579 0.089 -2.181
N 2.728 -4.258 0.699
C -3.032 -3.692 3.094
H 0.004 -2.421 3.834
H -2.983 3.339 1.789
C -2.345 -4.339 5.309
H -1.777 3.726 3.035
C 2.669 -1.754 0.899
O 1.433 -1.704 0.562
C -1.858 -2.948 2.921
N 0.992 5.151 -2.467
N -2.751 1.793 0.244
H -6.908 -0.526 0.358
H -0.098 2.153 -3.260
O 3.156 1.461 2.415
*
```